Record 1
Computed, not measured: a single C5H8N2 molecule, with the ωB97M-V functional and the def2-TZVPD basis.

SMILES: CC=C=N/C=N/C
energy above the lowest of the compared OMol25 structures with the same formula, charge and spin: 209.52 kJ/mol
net charge: 0

Each line ends with the natural charge from an NBO analysis.
Positions of all 15 atoms, in Å:
1 C 2.91680 0.30562 -0.92116  -0.614
2 C 1.76791 0.92421 -0.17025  -0.402
3 C 0.99999 0.31608 0.69224  0.477
4 N 0.27702 -0.20120 1.54975  -0.497
5 C -1.03974 -0.57580 1.17578  0.246
6 N -1.59499 -0.09459 0.15055  -0.417
7 C -2.97650 -0.41822 -0.10800  -0.433
8 H 3.84832 0.41761 -0.35577  0.216
9 H 2.75897 -0.75971 -1.10938  0.219
10 H 3.04949 0.80734 -1.88337  0.219
11 H 1.54793 1.97962 -0.31389  0.247
12 H -1.52498 -1.24145 1.89942  0.154
13 H -3.04092 -1.02721 -1.01621  0.207
14 H -3.47701 -0.94794 0.71679  0.172
15 H -3.51228 0.51562 -0.30649  0.207

---

Record 2
Computed, not measured: a molecular structure, C6H14ClO7SV, with the ωB97M-V functional and the def2-TZVPD basis.

2S+1: 2
energy above the lowest of the compared OMol25 structures with the same formula, charge and spin: 758.22 kJ/mol
<S²>: 0.80
net charge: +1

Each line ends with the Mulliken charge.
Positions of all 30 atoms, in Å:
1 O 6.60970 34.33734 6.74933  -0.441
2 V 6.43552 35.35438 5.62488  1.215
3 Cl 4.56961 35.90870 6.03876  -0.341
4 O 4.27872 42.27439 8.25693  -0.591
5 S 5.56702 41.61176 8.68541  1.112
6 O 5.68243 40.96044 10.00054  -0.563
7 O 5.94679 40.40468 7.53352  -0.350
8 C 5.00260 39.37323 7.44549  -0.143
9 C 5.62507 38.08586 6.79489  -1.924
10 C 7.05877 42.63390 8.37454  -0.828
11 H 4.21467 39.61977 6.73382  0.290
12 H 4.42100 39.13754 8.33673  0.085
13 H 6.16389 37.45146 7.49867  0.623
14 H 6.09201 38.33451 5.84187  0.662
15 H 4.83126 37.45066 6.40185  1.153
16 H 7.92112 42.13484 8.81655  0.318
17 H 6.83610 43.65607 8.68064  0.364
18 H 7.07563 42.46478 7.29787  0.312
19 C 3.22596 36.24345 7.87581  -0.118
20 O 3.75194 36.31725 9.20119  -0.303
21 C 3.70750 37.47554 9.88599  0.870
22 O 3.22215 38.57360 9.57215  -0.630
23 O 4.22862 37.25480 11.14316  -0.335
24 C 4.23916 38.32750 12.02214  -0.555
25 H 3.42329 35.26788 7.43148  0.177
26 H 3.65142 37.04819 7.27623  -0.217
27 H 2.15761 36.35133 7.68844  0.386
28 H 4.25119 39.24422 11.43256  0.209
29 H 5.09541 38.37556 12.69492  0.272
30 H 3.33107 38.41232 12.61902  0.291

---

Record 3
Computed, not measured: a single C5H3F molecule, with the ωB97M-V functional and the def2-TZVPD basis.

SMILES: FC1=C2[C@H]3C[C@@]123
energy above the lowest of the compared OMol25 structures with the same formula, charge and spin: 301.27 kJ/mol
net charge: 0

Each line ends with the natural charge from an NBO analysis.
Positions of all 9 atoms, in Å:
1 F 1.54870 2.23419 -0.44513  -0.263
2 C 1.11558 1.05089 -0.11228  0.309
3 C 0.88691 0.28598 0.91459  -0.014
4 C 0.16685 -0.89155 0.36633  -0.262
5 C -1.11250 -0.28586 -0.16816  -0.421
6 C 0.37580 -0.05849 -0.83185  -0.030
7 H 0.36610 -1.91435 0.60961  0.251
8 H -1.77330 -0.93555 -0.71954  0.216
9 H -1.57414 0.51473 0.38644  0.215

---

Record 4
Computed, not measured: a molecular structure, C39H40F6IrOP2, with the ωB97M-V functional and the def2-TZVPD basis.

2S+1: 6
<S²>: 8.80
net charge: +2

Each line ends with the Mulliken charge.
Positions of all 89 atoms, in Å:
1 Ir -0.58410 0.79076 -3.52333  1.437
2 C -1.97726 1.06437 -4.80325  0.317
3 C -2.06090 -0.41993 -4.88780  -0.587
4 C -1.54386 -1.13894 -6.13652  -1.017
5 C -0.12370 -0.70484 -6.57005  -1.213
6 C 0.70180 -0.00250 -5.54948  -1.074
7 C 0.55374 1.30205 -4.97323  1.811
8 C -0.09771 2.41340 -5.77526  -0.994
9 C -1.56808 1.97408 -5.94580  -1.160
10 C 1.25143 0.32346 -0.80932  -1.130
11 H -2.78730 1.50840 -4.20264  0.658
12 H -3.07798 -0.72988 -4.52955  0.947
13 H -2.21940 -1.08027 -7.03296  0.512
14 H -1.55213 -2.20107 -5.86202  0.131
15 H 0.37754 -1.68858 -6.81255  0.444
16 H -0.18561 -0.14867 -7.55654  0.294
17 H 1.71734 -0.44452 -5.45726  0.605
18 H 1.46069 1.69026 -4.47578  0.078
19 H 0.41322 2.61120 -6.73657  0.387
20 H -0.03405 3.28230 -5.10232  0.333
21 H -2.23668 2.84513 -5.86808  0.423
22 H -1.79113 1.40602 -6.84826  0.346
23 H 0.46100 1.10365 -0.91362  -0.680
24 H 2.08220 0.72024 -0.18613  0.770
25 H 0.78415 -0.52301 -0.33596  0.467
26 P -1.22448 -1.25780 -3.14210  1.482
27 P 2.05541 -0.11299 -2.36199  1.576
28 C 0.26419 -2.08059 -3.56373  0.538
29 C 1.51593 -1.56083 -3.38362  -1.451
30 C -2.27762 -2.53062 -2.57390  0.485
31 C -2.48889 -3.68183 -3.36213  -0.936
32 C -3.36290 -4.63219 -2.84251  -0.817
33 C -4.00315 -4.41548 -1.60957  -0.820
34 C -3.75800 -3.27475 -0.83258  -0.619
35 C -2.88783 -2.31807 -1.32240  0.606
36 C -2.84901 0.46246 -2.24527  0.672
37 C -2.38675 1.69721 -1.79533  0.863
38 C -3.27243 2.81409 -1.84632  -1.153
39 C -4.61026 2.58980 -2.20174  -0.822
40 C -5.07055 1.28813 -2.48545  -0.983
41 C -4.17798 0.19467 -2.47499  -0.995
42 C 3.47880 -0.99292 -1.63845  0.592
43 C 3.17802 -2.20590 -0.99202  -0.360
44 C 4.21927 -3.00293 -0.52393  -0.827
45 C 5.53677 -2.57879 -0.72080  -0.662
46 C 5.82250 -1.38429 -1.38486  -0.782
47 C 4.78953 -0.56324 -1.82026  -0.482
48 C 2.72708 1.59531 -2.79416  -0.229
49 C 2.09242 2.73496 -2.24516  -0.084
50 C 2.47101 4.02010 -2.63305  -0.823
51 C 3.50147 4.22852 -3.54057  -0.578
52 C 4.15795 3.11182 -4.04968  -1.214
53 C 3.77378 1.81266 -3.71314  -0.001
54 H 0.09259 -3.09524 -3.91778  0.690
55 H 2.34275 -2.17311 -3.77949  0.583
56 H -1.99617 -3.77913 -4.34402  0.263
57 H -3.53208 -5.54570 -3.40566  0.464
58 H -4.69070 -5.16377 -1.22230  0.427
59 H -4.22126 -3.11335 0.14909  0.528
60 H -2.68721 -1.37304 -0.78044  -1.002
61 H -1.32412 1.75480 -1.50705  -0.402
62 H -2.92371 3.82483 -1.55417  0.494
63 H -5.32902 3.42874 -2.21436  0.473
64 H -6.12908 1.10111 -2.70417  0.464
65 H -4.54070 -0.82650 -2.59851  0.508
66 H 2.13465 -2.55539 -0.90211  0.256
67 H 3.98176 -3.95375 -0.04872  0.435
68 H 6.34758 -3.19889 -0.35304  0.410
69 H 6.84392 -1.08690 -1.59473  0.458
70 H 5.01449 0.38107 -2.31452  0.504
71 H 1.22380 2.63493 -1.58599  0.216
72 H 1.89308 4.86350 -2.25335  0.459
73 H 3.74002 5.24897 -3.86498  0.438
74 H 4.95900 3.25954 -4.75836  0.397
75 H 4.27126 0.96722 -4.18596  0.600
76 C -0.85525 1.14465 2.22887  -1.830
77 C -1.71738 0.07700 1.56100  0.268
78 O -1.55172 -0.05120 0.26863  0.376
79 C -1.38360 -1.33796 2.28656  0.645
80 F -1.47088 -1.27990 3.64919  -0.250
81 F -2.18598 -2.35586 1.85384  -0.176
82 F -0.09323 -1.66290 1.97904  -0.223
83 C -3.25375 0.49864 1.78224  0.655
84 F -3.60883 0.63778 3.08929  -0.250
85 F -3.40885 1.72989 1.20551  -0.241
86 F -4.13247 -0.35212 1.18872  -0.181
87 H 0.19805 0.84740 2.18657  0.421
88 H -1.14598 1.33108 3.26303  0.422
89 H -0.96547 2.07070 1.65830  0.422

---

Record 5
Computed, not measured: a single C23H23Cl2N5O3 molecule, with the ωB97M-V functional and the def2-TZVPD basis.

SMILES: C/C(=N\NC(=O)c1c(Cl)c(C)nn1C)c1ccc(NC(=O)COc2ccc(Cl)cc2C)cc1
energy above the lowest of the compared OMol25 structures with the same formula, charge and spin: 295.58 kJ/mol
net charge: 0

Each line ends with the natural charge from an NBO analysis.
Positions of all 56 atoms, in Å:
1 C -3.08384 -2.95550 2.49185  -0.684
2 C -2.74648 -1.94033 1.43265  0.216
3 N -3.54888 -1.06999 0.95242  -0.241
4 N -4.83731 -0.96807 1.30963  -0.428
5 C -5.64603 0.00720 0.80631  0.647
6 O -6.85117 -0.03584 0.97224  -0.591
7 C -4.95463 1.09114 0.09039  0.002
8 C -3.81107 1.82039 0.40700  -0.116
9 Cl -2.80851 1.66116 1.78442  0.039
10 C -3.68507 2.78774 -0.60489  0.108
11 C -2.63358 3.82599 -0.74554  -0.638
12 N -4.67978 2.64822 -1.46740  -0.246
13 N -5.44297 1.65743 -1.04009  -0.114
14 C -6.60087 1.25290 -1.78453  -0.418
15 C -1.38928 -1.92398 0.88141  -0.031
16 C -0.45095 -2.91033 1.18667  -0.205
17 C 0.82527 -2.87518 0.66023  -0.264
18 C 1.19984 -1.83876 -0.18809  0.238
19 N 2.47608 -1.73829 -0.74361  -0.626
20 C 3.55230 -2.54324 -0.57418  0.650
21 O 3.59460 -3.56124 0.07859  -0.600
22 C 4.77748 -2.03619 -1.35130  -0.166
23 O 4.76921 -0.65078 -1.60040  -0.519
24 C 4.98621 0.20162 -0.54481  0.349
25 C 5.06520 -0.19940 0.78097  -0.291
26 C 5.27654 0.73542 1.78154  -0.219
27 C 5.40492 2.07031 1.44914  -0.053
28 Cl 5.66875 3.24522 2.69015  0.004
29 C 5.32271 2.48024 0.12677  -0.208
30 C 5.11332 1.55781 -0.88205  -0.068
31 C 5.01886 1.97436 -2.31627  -0.624
32 C 0.26805 -0.85046 -0.50814  -0.253
33 C -1.00398 -0.89731 0.01239  -0.180
34 H -2.29375 -2.98525 3.23833  0.238
35 H -3.17918 -3.94603 2.04736  0.236
36 H -4.01430 -2.71437 3.00198  0.213
37 H -5.29877 -1.67197 1.88780  0.384
38 H -2.78806 4.37280 -1.67042  0.234
39 H -1.64724 3.36516 -0.75244  0.222
40 H -2.67572 4.51810 0.09406  0.227
41 H -6.89312 2.08441 -2.42190  0.230
42 H -6.37547 0.38433 -2.40787  0.204
43 H -7.40564 0.99998 -1.09568  0.242
44 H -0.70885 -3.73171 1.83601  0.212
45 H 1.53580 -3.64699 0.90429  0.253
46 H 2.62477 -0.92753 -1.33413  0.410
47 H 4.76918 -2.50844 -2.33943  0.223
48 H 5.68551 -2.35405 -0.82641  0.209
49 H 4.95829 -1.23632 1.05712  0.229
50 H 5.33755 0.42001 2.81050  0.231
51 H 5.42532 3.52624 -0.11679  0.225
52 H 4.00801 1.81597 -2.69046  0.219
53 H 5.27423 3.02351 -2.43134  0.218
54 H 5.68903 1.37072 -2.92513  0.228
55 H 0.55193 -0.04377 -1.16982  0.206
56 H -1.72445 -0.13711 -0.23907  0.239

---

Record 6
Computed, not measured: a single C4H7NO2 molecule, with the ωB97M-V functional and the def2-TZVPD basis.

SMILES: [H]/N=C\C(=C/O)CO
energy above the lowest of the compared OMol25 structures with the same formula, charge and spin: 237.91 kJ/mol
net charge: 0

Each line ends with the natural charge from an NBO analysis.
Positions of all 14 atoms, in Å:
1 H 0.26589 0.66197 2.03351  0.325
2 N -0.02066 -0.32177 2.08265  -0.592
3 C -0.33744 -0.72598 0.91575  0.069
4 C -0.16264 0.01155 -0.36238  -0.256
5 C -1.25487 0.19563 -1.11032  0.196
6 O -2.48321 -0.08479 -0.61242  -0.654
7 C 1.22884 0.51776 -0.66653  -0.073
8 O 2.23833 -0.27921 -0.08822  -0.707
9 H -0.71420 -1.75581 0.83362  0.185
10 H -1.26738 0.57344 -2.12996  0.192
11 H -2.32032 -0.26845 0.33290  0.481
12 H 1.33024 1.56557 -0.33655  0.165
13 H 1.40233 0.50256 -1.74625  0.199
14 H 2.02810 -0.38997 0.85003  0.470

---

Number 1: E_tot -8292.8248 eV. Number 2: E_tot -69811.6870 eV. Number 3: E_tot -7944.0017 eV. Number 4: E_tot -80834.4729 eV. Number 5: E_tot -62862.3508 eV. Number 6: E_tot -9844.8140 eV.